No. 1
Entry from the Open Molecules 2025 dataset: a molecular structure, C29H29CoN6O7S3Te (ωB97M-V/def2-TZVPD).

Each line ends with the Mulliken charge.
Positions of all 76 atoms, in Å:
Co  -0.12606  -0.72331  -0.04274  1.892
O  1.82813  -3.84774  1.42264  -0.792
C  1.15153  -2.83106  1.36572  -0.194
O  0.42986  -2.48737  0.35113  -0.927
C  1.06357  -1.94976  2.62561  0.436
C  -0.37656  -1.52745  2.95987  -0.026
C  -0.48609  -1.16908  4.44385  -1.080
C  0.27423  0.18057  4.47984  -1.067
C  0.63833  0.36407  3.00296  0.345
O  -0.49090  -0.23390  2.33290  -0.383
C  1.79571  -0.57066  2.60730  -0.102
C  2.41564  -0.04231  1.30237  -0.243
O  3.59426  0.29502  1.31142  -0.813
O  1.60586  0.15208  0.32333  -0.902
H  1.47344  -2.56020  3.42982  0.638
H  -1.14988  -2.18581  2.57297  0.296
H  -1.53064  -1.04448  4.73040  0.314
H  -0.04246  -1.93229  5.08254  0.410
H  -0.37003  0.99068  4.82365  0.370
H  1.16171  0.15903  5.11201  0.376
H  0.75810  1.39199  2.66705  0.143
H  2.58930  -0.55480  3.35284  0.523
N  -4.23999  -0.35416  -0.01880  0.293
C  -4.34077  -1.70429  0.29295  0.326
C  -5.43032  -2.53896  0.51724  -1.248
C  -5.14133  -3.87004  0.75169  -0.500
C  -3.82423  -4.35747  0.75308  -0.952
C  -2.74564  -3.52648  0.53390  0.042
C  -3.02639  -2.17990  0.32160  -0.403
N  -2.16230  -1.13483  0.06690  1.301
C  -2.91112  -0.08872  -0.14805  -0.303
C  -2.25699  1.15680  -0.53168  -0.874
C  -2.72108  2.34651  -0.99704  -0.348
S  -1.39649  3.35011  -1.41840  -0.219
C  -0.30715  2.12764  -0.93735  -0.712
N  -0.88539  1.05652  -0.49310  1.179
H  -4.99514  0.28811  -0.16911  0.247
H  -6.44982  -2.17631  0.49163  0.465
H  -5.95626  -4.56321  0.91666  0.390
H  -3.65774  -5.41653  0.89546  0.402
H  -1.72385  -3.87850  0.47648  0.589
H  -3.74002  2.66067  -1.14450  0.438
H  0.76783  2.21955  -0.99774  0.555
N  -6.08691  1.45016  -5.35560  -0.617
C  -5.24210  0.39669  -4.96761  1.057
C  -4.21623  -0.03286  -5.80238  -0.721
C  -3.41487  -1.10716  -5.44107  -0.294
C  -3.62660  -1.76247  -4.24028  -0.608
C  -4.65732  -1.34700  -3.40732  -0.270
C  -5.46016  -0.27855  -3.76433  -0.718
S  -2.55341  -3.08110  -3.70809  0.928
O  -1.85959  -3.51882  -4.90494  -0.746
O  -3.40639  -4.02933  -3.03658  -0.711
N  -1.62226  -2.38114  -2.65061  -0.117
C  -0.47933  -1.77317  -2.98706  0.255
S  0.31756  -1.81058  -4.56321  -0.164
C  1.53394  -0.73281  -3.96820  -0.438
C  1.29382  -0.43490  -2.67648  -1.122
N  0.16513  -0.99629  -2.13305  0.169
H  -5.66081  2.09851  -5.99942  0.224
H  -6.51682  1.93546  -4.58390  0.219
H  -4.04763  0.47329  -6.74649  0.297
H  -2.61657  -1.44347  -6.08921  0.470
H  -4.83407  -1.88459  -2.48478  0.595
H  -6.27931  0.02568  -3.11959  0.324
H  2.37819  -0.43392  -4.56600  0.428
H  1.93300  0.15288  -2.03141  0.506
C  3.70957  4.63815  2.37798  -1.042
Te  2.44431  3.50927  1.08291  0.411
C  0.68808  4.55483  1.72398  -1.091
H  3.39371  5.67864  2.37892  0.302
H  4.72759  4.57558  2.00183  0.306
H  3.66997  4.22589  3.38231  0.319
H  0.73426  4.65214  2.80707  0.373
H  -0.18110  3.95008  1.47140  0.221
H  0.59944  5.53521  1.26316  0.373

As for the gap between HOMO and LUMO (alpha / beta): 6.25 / 6.24 eV. As for the HOMO energy (alpha / beta): -4.65 / -4.64 eV. The net charge is -1. As for the lowest unoccupied orbital energy (alpha / beta): 1.6056 / 1.6061 eV. Its spin multiplicity is 2. As for the expectation value of S²: 0.856.



No. 2
Entry from the Open Molecules 2025 dataset: 2 unconnected molecules or ions with the total composition C29H29F3N3 at a distorted geometry (ωB97M-V/def2-TZVPD).

Each line ends with the Mulliken charge.
Positions of all 64 atoms, in Å:
C  -5.93417  0.98615  -0.23526  -0.874
N  -5.54836  0.64663  1.14760  0.167
C  -6.09849  -0.59284  1.65798  0.151
C  -5.69817  -1.81463  1.11300  -0.066
C  -6.17025  -3.00262  1.62051  -0.825
C  -7.06236  -3.00012  2.67444  -0.391
C  -7.48649  -1.79991  3.21281  -0.617
C  -7.01227  -0.60686  2.71354  -0.197
C  -4.22668  1.06622  1.55960  0.166
C  -4.00087  2.09932  2.48609  -0.583
C  -2.72698  2.48088  2.82471  -0.830
C  -1.58359  1.84614  2.27862  0.988
C  -0.29558  2.31123  2.65443  -0.143
C  0.99665  1.89663  2.23356  0.794
C  2.13652  2.41084  2.90138  -0.844
C  3.41009  2.02624  2.56395  -0.608
C  3.63873  1.09766  1.53354  0.251
N  4.95908  0.65644  1.14434  0.183
C  5.37100  0.99446  -0.23133  -0.926
C  5.48614  -0.59100  1.66066  0.208
C  5.07552  -1.80378  1.10440  -0.129
C  5.54252  -3.00044  1.59698  -0.757
C  6.43742  -3.01551  2.64862  -0.390
C  6.86967  -1.82397  3.19927  -0.634
C  6.40101  -0.62225  2.71465  -0.237
C  2.52251  0.60711  0.84386  -0.278
C  1.25586  1.00682  1.16423  -0.964
C  -1.83750  0.76675  1.39955  -0.871
C  -3.10539  0.41291  1.03274  -0.366
H  -5.40314  1.87512  -0.57383  0.346
H  -5.70231  0.16725  -0.91606  0.360
H  -7.00348  1.18014  -0.29079  0.315
H  -5.00674  -1.81889  0.28947  0.279
H  -5.83966  -3.93954  1.20369  0.372
H  -7.42910  -3.92946  3.07780  0.404
H  -8.18810  -1.79664  4.03058  0.379
H  -7.33886  0.33276  3.12463  0.434
H  -4.85434  2.59293  2.92091  0.490
H  -2.58286  3.28214  3.52976  0.437
H  -0.29992  3.11365  3.37716  0.582
H  1.99168  3.13449  3.68580  0.450
H  4.26198  2.44064  3.07751  0.471
H  6.33124  0.53653  -0.46201  0.344
H  4.64165  0.63634  -0.95829  0.383
H  5.46937  2.07334  -0.34238  0.319
H  4.38247  -1.79218  0.28215  0.266
H  5.20704  -3.93117  1.17039  0.374
H  6.80238  -3.95144  3.03884  0.403
H  7.57342  -1.83398  4.01510  0.378
H  6.73530  0.31110  3.13342  0.431
H  2.67940  -0.09219  0.03944  0.348
H  0.46014  0.69898  0.51960  0.377
H  -1.03086  0.15872  1.04998  0.333
H  -3.25927  -0.38551  0.32629  0.328
F  -2.37607  3.12725  9.24217  -0.245
C  -1.17998  2.66856  8.83497  0.833
F  -0.19000  3.45460  9.28993  -0.241
F  -0.99644  1.39809  9.22997  -0.253
C  -1.15879  2.70129  7.30447  -0.554
N  0.08024  2.17512  6.79873  -0.523
H  -2.01919  2.13231  6.93621  0.314
H  -1.26625  3.74134  6.98333  0.293
H  0.30143  1.28184  7.22004  0.234
H  0.09383  2.08881  5.78805  0.159

As for the gap between HOMO and LUMO: 5.66 eV. As for the HOMO energy: -11.44 eV. The net charge is +1. As for the lowest unoccupied orbital energy: -5.7823 eV. Its spin multiplicity is 1.



No. 3
Entry from the Open Molecules 2025 dataset: a molecular structure, C29H29F5GeIrN5O3S at a distorted geometry (ωB97M-V/def2-TZVPD).

Each line ends with the Mulliken charge.
Positions of all 74 atoms, in Å:
Ir  -0.12040  0.16010  -0.25130  0.127
O  4.05230  0.16160  5.14260  -0.696
C  4.41590  -0.29750  4.07630  0.180
O  5.43240  -0.78130  3.61640  -0.699
C  3.25310  -0.21870  2.97770  -0.915
C  3.55920  -0.52460  1.65210  -0.665
C  2.56480  -0.34760  0.70480  -0.260
N  1.36240  0.11290  1.09290  0.287
C  1.01780  0.35570  2.37930  0.329
C  1.99260  0.19620  3.36480  -0.690
C  -0.35190  0.75250  2.55290  0.770
C  -0.88710  1.12780  3.79640  -0.880
C  -2.21040  1.46820  3.91060  -0.892
C  -3.00690  1.44940  2.75390  -1.168
C  -2.42690  1.09580  1.55900  -0.535
N  -1.14810  0.75060  1.42350  0.918
C  2.64180  -0.61780  -0.71910  0.875
C  3.81260  -1.04000  -1.35090  -0.688
C  3.80290  -1.30710  -2.70290  -0.736
C  2.61050  -1.13830  -3.40790  -0.858
C  1.48580  -0.72120  -2.72710  -0.289
N  1.47920  -0.45390  -1.42450  0.751
H  4.54050  -0.89010  1.40210  0.755
H  1.79030  0.39230  4.40360  0.724
H  -0.23950  1.13850  4.65990  0.541
H  -2.63320  1.75170  4.86350  0.484
H  -4.05240  1.70870  2.79210  0.544
H  -3.01420  1.10510  0.65130  0.555
H  4.70930  -1.17300  -0.76820  0.548
H  4.69090  -1.65560  -3.20630  0.478
H  2.54960  -1.34550  -4.46260  0.456
H  0.54150  -0.60750  -3.24280  0.438
C  -3.30010  -3.93920  0.92730  -1.231
N  -2.68810  -3.41710  -0.27970  -0.232
C  -2.74920  -2.16150  -0.72200  0.980
S  -1.61630  -1.65390  -1.88980  -0.467
N  -3.70240  -1.27710  -0.43060  -0.072
C  -4.90700  -1.36430  0.36370  -1.089
H  -2.73060  -4.79920  1.27350  0.390
H  -4.32360  -4.26370  0.73580  0.352
H  -3.29010  -3.18820  1.71720  0.350
H  -1.87330  -3.91420  -0.61300  0.322
H  -3.52390  -0.38420  -0.86920  0.234
H  -5.34990  -2.35420  0.30160  0.368
H  -5.62070  -0.64760  -0.03990  0.379
H  -4.71750  -1.11540  1.40980  0.338
F  1.79930  -6.33870  2.93990  -0.318
C  1.24830  -5.21470  2.45440  0.468
C  1.62250  -4.72980  1.20440  0.379
F  2.56600  -5.37040  0.49510  -0.328
C  0.99820  -3.61990  0.67000  -0.131
F  1.34490  -3.21680  -0.57550  -0.353
C  0.00480  -2.87970  1.36690  0.169
O  -0.63290  -1.89740  0.88060  0.405
C  -0.28570  -3.38060  2.66970  -0.564
F  -1.21660  -2.70840  3.38690  -0.402
C  0.28150  -4.52760  3.18730  0.438
F  -0.09900  -4.99750  4.38580  -0.324
C  -0.87360  4.01810  0.69820  -1.257
Ge  -0.32810  3.30180  -1.08310  0.776
C  -0.94370  4.65630  -2.43060  -1.320
C  1.65800  3.23920  -1.17980  -1.113
C  -1.12910  1.51320  -1.52410  -1.099
H  -0.64110  5.07910  0.73380  0.470
H  -0.34420  3.53350  1.51250  0.298
H  -1.93950  3.90650  0.87430  0.335
H  -0.51990  5.62150  -2.16860  0.379
H  -2.02490  4.75490  -2.43790  0.374
H  -0.61500  4.40390  -3.43360  0.365
H  2.07210  4.23290  -1.03760  0.493
H  1.98850  2.87440  -2.14820  0.303
H  2.07280  2.59000  -0.41410  0.179
H  -0.94720  1.30000  -2.57860  0.510
H  -2.20950  1.57690  -1.38240  0.455

As for the gap between HOMO and LUMO (alpha / beta): 6.04 / 5.98 eV. As for the HOMO energy (alpha / beta): -7.71 / -7.72 eV. The net charge is 0. As for the lowest unoccupied orbital energy (alpha / beta): -1.6708 / -1.7319 eV. Its spin multiplicity is 1.



So what do the calculations give for relative energy (zero: lowest compared OMol25 entry of this formula, charge and spin)? Going down the list: 14.5 42.5 246.5 kJ/mol.